Below is the ion C6H12N with charge +1, with properties calculated with the ωB97M-V functional and the def2-TZVPD basis.

The geometry in XYZ format:
```
19
C6H12N, DFT the ωB97M-V functional and the def2-TZVPD basis
C -2.1083 1.2151 1.0990
C -0.2304 1.0194 -0.5158
C -0.1423 1.8453 -1.7382
C 0.7497 -0.0613 -0.2262
C 1.3430 -2.2328 0.8151
C 0.1721 -1.3200 0.4499
N -1.1807 1.2021 0.2830
H -2.0798 1.8650 1.9671
H -0.3801 -1.0626 1.3535
H 0.8417 2.3058 -1.8145
H -0.9119 2.6143 -1.7613
H -0.2639 1.1989 -2.6093
H 1.5162 0.3637 0.4313
H 1.2476 -0.3334 -1.1583
H -2.9897 0.6006 0.9466
H 0.9839 -3.1720 1.2211
H 1.9805 -1.7595 1.5580
H 1.9476 -2.4521 -0.0618
H -0.4953 -1.8364 -0.2390
```

For the energy above the lowest of the compared OMol25 structures with the same formula, charge and spin, the calculation gives 0.8940 eV. The total charge is +1. The calculation puts the orbital gap at 11.462 eV. The structure (SMILES) is C=[N+]=C(C)CCC. Its total energy is -7899.1675 eV. The calculation puts the highest occupied orbital energy at -15.79 eV.

In the natural (NBO) picture, each atom carries the following charge in e: atom 1 (C): 0.077, atom 2 (C): 0.462, atom 3 (C): -0.672, atom 4 (C): -0.471, atom 5 (C): -0.602, atom 6 (C): -0.391, atom 7 (N): -0.263, atom 8 (H): 0.235, atom 9 (H): 0.201, atom 10 (H): 0.273, atom 11 (H): 0.251, atom 12 (H): 0.273, atom 13 (H): 0.265, atom 14 (H): 0.251, atom 15 (H): 0.233, atom 16 (H): 0.234, atom 17 (H): 0.213, atom 18 (H): 0.215, atom 19 (H): 0.217

Below is a cluster of 2 separate species, C6H12N in total in a non-equilibrium geometry, with properties calculated with the ωB97M-V functional and the def2-TZVPD basis.

The geometry in XYZ format:
```
19
C6H12N, DFT the ωB97M-V functional and the def2-TZVPD basis
C 0.7465 0.5137 1.6667
C 0.6585 0.2675 0.3970
C 2.0587 0.5612 0.7180
C 2.6029 1.8224 0.2050
C -1.3985 -1.7687 -0.7434
C -1.1232 -0.3121 -1.0413
N -2.0487 0.7315 -0.5298
H 0.3105 0.5989 2.5713
H 2.7158 -0.1892 1.0959
H 3.4616 2.3008 0.7585
H 1.8589 2.5777 -0.0053
H 3.0743 1.7248 -0.7187
H -2.1573 -1.9201 0.0650
H -1.7240 -2.2889 -1.5621
H -0.5598 -2.2661 -0.3437
H -0.6925 -0.1301 -2.0033
H -3.0433 0.3606 -0.5160
H -2.0866 1.6821 -0.9948
H -1.7477 0.7279 0.4044
```

For the energy above the lowest of the compared OMol25 structures with the same formula, charge and spin, the calculation gives 6.5241 eV. The total charge is +1. The calculation puts the orbital gap at 8.183 eV. Its total energy is -7893.5375 eV. The calculation puts the highest occupied orbital energy at -12.45 eV.

In the natural (NBO) picture, each atom carries the following charge in e: atom 1 (C): -0.245, atom 2 (C): -0.001, atom 3 (C): -0.174, atom 4 (C): -0.658, atom 5 (C): -0.675, atom 6 (C): -0.007, atom 7 (N): -0.715, atom 8 (H): 0.235, atom 9 (H): 0.220, atom 10 (H): 0.240, atom 11 (H): 0.216, atom 12 (H): 0.239, atom 13 (H): 0.221, atom 14 (H): 0.242, atom 15 (H): 0.266, atom 16 (H): 0.232, atom 17 (H): 0.439, atom 18 (H): 0.469, atom 19 (H): 0.456

Below is a structure of composition C6H12N in a non-equilibrium geometry, with properties calculated with the ωB97M-V functional and the def2-TZVPD basis.

The geometry in XYZ format:
```
19
C6H12N, DFT the ωB97M-V functional and the def2-TZVPD basis
C -1.0587 0.6237 0.6985
C -0.0280 0.6978 -0.0972
C -0.6893 -0.8123 0.8738
C -1.2529 -1.9991 0.1719
C 0.6860 2.3055 -1.7824
C 1.0429 1.0343 -0.9992
N 0.1903 -1.1402 2.0362
H -1.8523 1.2446 1.0680
H -1.8153 -2.6177 0.8749
H -0.4847 -2.6190 -0.2948
H -1.9433 -1.6754 -0.6020
H 1.5530 2.6257 -2.3520
H 0.3892 3.1087 -1.1132
H -0.1336 2.1076 -2.4678
H 1.9604 1.1989 -0.4238
H 1.2321 0.2174 -1.7023
H 0.9244 -1.8122 1.7688
H -0.3636 -1.5690 2.7958
H 0.6290 -0.2828 2.3972
```

For the energy above the lowest of the compared OMol25 structures with the same formula, charge and spin, the calculation gives 2.7212 eV. As for the multiplicity: 3. The total charge is +1. As for the expectation value of S²: 2.01. The calculation puts the orbital gap (spin up / spin down) at 4.834 / 7.127 eV. Its total energy is -7892.7408 eV. The calculation puts the highest occupied orbital energy (spin up / spin down) at -8.42 / -13.60 eV.

In the natural (NBO) picture, each atom carries the following charge in e: atom 1 (C): -0.621, atom 2 (C): 0.211, atom 3 (C): 0.368, atom 4 (C): -0.717, atom 5 (C): -0.568, atom 6 (C): -0.503, atom 7 (N): -0.755, atom 8 (H): 0.310, atom 9 (H): 0.257, atom 10 (H): 0.251, atom 11 (H): 0.281, atom 12 (H): 0.241, atom 13 (H): 0.221, atom 14 (H): 0.226, atom 15 (H): 0.200, atom 16 (H): 0.247, atom 17 (H): 0.435, atom 18 (H): 0.454, atom 19 (H): 0.462

Below is a cluster of 2 separate species, C6H12N2 in total in a non-equilibrium geometry, with properties calculated with the ωB97M-V functional and the def2-TZVPD basis.

The geometry in XYZ format:
```
20
C6H12N2, DFT the ωB97M-V functional and the def2-TZVPD basis
C -2.4327 0.1222 2.0760
C -0.2122 -1.0749 1.6229
C -0.9583 -0.0738 2.1621
C 1.0713 0.4266 2.5405
N 1.0926 -0.7621 1.9439
N -0.1437 0.9027 2.6812
H -0.3051 -1.8508 0.8777
H 1.9774 -1.2273 1.7321
H -2.6553 1.1825 1.9327
H -2.9779 -0.2147 2.9618
H 1.9771 0.9223 2.8646
H -2.8678 -0.3790 1.2079
C 1.3823 0.1908 -2.6029
C 0.2660 0.2753 -3.6507
H 1.7538 1.1941 -2.3575
H 0.9886 -0.2037 -1.6702
H 2.2961 -0.3972 -2.7337
H -0.6975 0.2023 -3.1236
H 0.2301 -0.5201 -4.3918
H 0.2154 1.2850 -4.0731
```

For the energy above the lowest of the compared OMol25 structures with the same formula, charge and spin, the calculation gives 0.2720 eV. As for the multiplicity: 2. The total charge is -1. As for the expectation value of S²: 0.75. The calculation puts the orbital gap (spin up / spin down) at 2.713 / 8.744 eV. Its total energy is -9395.2804 eV. The calculation puts the highest occupied orbital energy (spin up / spin down) at 1.11 / -5.02 eV.

In the natural (NBO) picture, each atom carries the following charge in e: atom 1 (C): -0.638, atom 2 (C): -0.332, atom 3 (C): 0.054, atom 4 (C): 0.041, atom 5 (N): -0.635, atom 6 (N): -0.509, atom 7 (H): 0.194, atom 8 (H): 0.262, atom 9 (H): 0.213, atom 10 (H): 0.200, atom 11 (H): 0.173, atom 12 (H): 0.207, atom 13 (C): -0.788, atom 14 (C): -0.638, atom 15 (H): 0.195, atom 16 (H): 0.208, atom 17 (H): 0.197, atom 18 (H): 0.203, atom 19 (H): 0.199, atom 20 (H): 0.194